ORCA calculation (ωB97M-V/def2-TZVPD) on the molecule C3H6O2.

Summary:
Kohn-Sham gap ... 9.7 eV
Energy relative to the best compared isomer or geometry (same formula, charge and spin) ... 3.852 eV
Maximum force ... 0.0640 Eh/bohr
Structure (SMILES) ... COCC=O

ORCA input file:
```
! wB97M-V def2-TZVPD RIJCOSX def2/J DEFGRID3
* xyz 0 1
C -1.3957 0.6615 0.3254
O -1.0301 -0.6034 -0.1431
C 0.2680 -0.8690 0.1153
C 1.4555 0.1812 -0.6686
O 2.2766 -0.7000 -0.6105
H -1.4210 0.6720 1.4233
H -0.6625 1.4067 -0.0245
H -2.3840 0.8522 -0.0859
H 0.4272 -1.9274 -0.1927
H 0.5905 -0.7433 1.1640
H 1.8757 1.0697 -1.3027
*
```